{
  "formula": "C12H37O6",
  "method": "ωB97M-V with the def2-TZVPD basis set",
  "species": ["O", "H", "H", "H", "C", "C", "O", "H", "H", "H", "H", "H", "H", "C", "C", "O", "H", "H", "H", "H", "H", "H", "C", "C", "O", "H", "H", "H", "H", "H", "H", "C", "C", "C", "O", "H", "H", "H", "H", "H", "H", "H", "H", "C", "C", "C", "O", "H", "H", "H", "H", "H", "H", "H", "H"],
  "xyz": [[-4.46037, -11.37905, -7.91368], [-4.33657, -12.23572, -7.43270], [-4.53702, -11.56451, -8.90329], [-5.29017, -10.92470, -7.55379], [-6.61553, -13.18398, -10.43097], [-5.46610, -12.65220, -11.25209], [-4.44664, -12.15450, -10.36784], [-7.08710, -12.38825, -9.84696], [-6.28052, -13.93991, -9.71957], [-7.37813, -13.60966, -11.07994], [-5.81774, -11.86216, -11.92372], [-5.05865, -13.43506, -11.89691], [-3.75700, -11.72195, -10.88282], [-1.12785, -12.02311, -7.10832], [-1.41827, -11.75051, -5.65169], [-2.82478, -11.49676, -5.52348], [-1.81925, -12.77394, -7.50229], [-0.12490, -12.42529, -7.24676], [-1.23293, -11.11378, -7.69966], [-0.85554, -10.87659, -5.31189], [-1.14335, -12.59818, -5.01777], [-3.07175, -11.57000, -4.59673], [-6.05677, -9.26652, -5.10648], [-7.19631, -9.60802, -6.03128], [-6.71232, -10.52541, -7.03041], [-6.42161, -8.81441, -4.18698], [-5.33713, -8.60815, -5.59286], [-5.52059, -10.17453, -4.81806], [-7.61188, -8.71918, -6.51101], [-8.01056, -10.09601, -5.48681], [-7.43031, -10.73880, -7.63459], [-6.77757, -9.11141, -10.25901], [-5.73452, -8.11627, -9.83458], [-6.35668, -6.80973, -9.33303], [-4.90539, -8.71013, -8.82656], [-7.52331, -9.32263, -9.48896], [-6.30358, -10.05181, -10.55198], [-7.32992, -8.73475, -11.12074], [-5.13087, -7.85793, -10.71406], [-5.59450, -6.11160, -8.98661], [-6.99966, -7.01284, -8.47018], [-6.96823, -6.34989, -10.10823], [-4.05639, -8.25790, -8.83712], [-3.79996, -14.94813, -5.31607], [-5.08888, -14.49296, -5.95768], [-5.77664, -13.38171, -5.20027], [-4.82964, -13.98319, -7.29835], [-3.99784, -15.47899, -4.38342], [-3.15994, -14.08688, -5.12450], [-3.26767, -15.65305, -5.95814], [-5.81886, -15.30084, -6.06829], [-5.08437, -12.55407, -5.04512], [-6.06181, -13.76820, -4.21902], [-6.68296, -13.06563, -5.70962], [-4.55130, -14.73550, -7.83121]],
  "atomic_forces_ev_per_a": [[0.169, 0.095, 0.131], [-0.072, -0.190, -0.204], [-0.094, -0.150, 0.055], [-0.093, 0.200, -0.024], [0.037, 0.129, 0.305], [-0.405, -0.116, -0.372], [0.093, 0.115, -0.096], [0.037, 0.039, -0.094], [0.003, -0.067, -0.115], [0.030, -0.057, -0.026], [0.100, 0.104, 0.174], [0.158, -0.028, 0.204], [0.027, -0.036, -0.033], [-0.074, -0.214, -0.119], [-0.075, 0.059, 0.080], [-0.130, -0.074, -0.023], [-0.012, 0.035, 0.078], [0.079, 0.150, 0.062], [0.009, -0.009, -0.016], [0.015, -0.048, 0.043], [0.061, -0.042, -0.100], [0.136, 0.123, 0.049], [0.278, -0.176, -0.032], [-0.206, -0.036, 0.268], [-0.112, -0.089, -0.106], [-0.043, 0.181, -0.069], [-0.054, 0.064, 0.046], [-0.101, -0.012, -0.031], [0.122, 0.011, -0.064], [0.092, -0.017, -0.004], [0.016, -0.006, -0.030], [-0.214, -0.412, -0.270], [-0.050, 0.892, 0.059], [-0.056, -0.423, 0.374], [-0.054, -0.127, -0.247], [0.136, 0.110, 0.160], [-0.047, 0.036, 0.024], [0.044, 0.024, -0.015], [0.115, -0.213, 0.064], [0.040, 0.055, -0.205], [-0.012, -0.041, -0.088], [0.082, 0.093, -0.026], [-0.017, 0.040, 0.124], [-0.042, -0.310, 0.028], [-0.389, 0.222, -0.354], [0.134, -0.347, 0.386], [0.012, -0.053, 0.286], [-0.014, 0.141, 0.056], [0.041, -0.043, 0.003], [0.021, 0.061, -0.043], [0.244, -0.198, 0.043], [-0.146, 0.143, -0.107], [-0.002, 0.103, -0.001], [0.036, 0.178, -0.068], [0.149, 0.130, -0.121]],
  "homo_lumo_gap_ev": 10.97,
  "lumo_ev": -2.13,
  "charge": 1
}



{
  "formula": "C20H41N2P3SY",
  "method": "ωB97M-V with the def2-TZVPD basis set",
  "species": ["Y", "P", "P", "P", "H", "C", "C", "H", "C", "C", "C", "C", "C", "C", "C", "C", "C", "H", "H", "H", "H", "H", "H", "H", "H", "H", "H", "H", "H", "H", "H", "H", "H", "H", "H", "H", "H", "H", "H", "H", "H", "H", "H", "H", "H", "H", "C", "C", "C", "C", "C", "C", "S", "H", "H", "H", "H", "H", "H", "N", "C", "C", "C", "N", "H", "H", "H", "H"],
  "xyz": [[0.19141, -0.66619, -0.12373], [-1.18401, 0.23968, 2.43268], [-0.93725, -2.98602, -0.47699], [-1.88029, 0.95740, -1.16040], [4.52251, 1.46532, 1.40744], [3.80146, 2.29656, 1.29953], [2.62968, 2.36052, 1.98187], [2.36590, 1.53775, 2.63379], [-0.45818, 0.03418, 4.12468], [-2.67293, -0.82340, 2.68965], [-1.80750, 1.95547, 2.59956], [-0.09046, -3.53906, -1.99320], [-0.74185, -4.39045, 0.64531], [-2.71655, -2.91956, -0.81346], [-1.73328, 2.77932, -1.17482], [-3.57498, 0.66437, -0.53278], [-2.01172, 0.54931, -2.95586], [4.14668, 3.15918, 0.71691], [1.91109, 3.15935, 1.87994], [0.59191, 0.34070, 4.13719], [-0.48309, -1.00637, 4.47032], [-0.99975, 0.65067, 4.85373], [-2.35575, -1.87325, 2.78374], [-3.33596, -0.76062, 1.82133], [-3.23684, -0.54410, 3.59201], [-0.95094, 2.63488, 2.46804], [-2.26333, 2.14746, 3.58543], [-2.52897, 2.18882, 1.80870], [-0.55837, -4.49280, -2.27136], [0.98493, -3.67250, -1.78292], [-0.19174, -2.78939, -2.79314], [-1.14906, -5.25934, 0.11110], [-1.29318, -4.20198, 1.57721], [0.31287, -4.54378, 0.91509], [-3.02417, -3.94675, -1.05493], [-2.94739, -2.22896, -1.63848], [-3.24099, -2.55643, 0.08771], [-2.16448, 3.17996, -2.10405], [-0.66885, 3.05978, -1.12541], [-2.27850, 3.22674, -0.33026], [-4.33151, 1.07487, -1.21669], [-3.67197, 1.14221, 0.45132], [-3.71437, -0.42463, -0.47569], [-2.63272, 1.27156, -3.51472], [-2.45554, -0.45058, -3.07425], [-0.97491, 0.54154, -3.33969], [1.96191, 1.83948, -2.64193], [1.82194, 1.44824, -4.00007], [2.46209, 2.17609, -5.00112], [3.11549, 3.36985, -4.65028], [3.06123, 3.88271, -3.33785], [2.39268, 3.16265, -2.34531], [1.66644, 0.74748, -1.40526], [1.76113, -0.70487, -1.70370], [1.33652, 0.48720, -4.18137], [2.45794, 1.76297, -6.02283], [3.69521, 3.89536, -5.39912], [3.56527, 4.83237, -3.08383], [2.31821, 3.52009, -1.30647], [2.76334, -1.43265, 1.94178], [2.95861, -2.18395, 3.04270], [1.71370, -2.71848, 3.38716], [0.77871, -2.23066, 2.47748], [1.44202, -1.44427, 1.56897], [3.40680, -0.84363, 1.43361], [3.95393, -2.29612, 3.48439], [1.46232, -3.38123, 4.19670], [-0.29257, -2.43008, 2.42489]],
  "atomic_forces_ev_per_a": [[-1.464, 1.180, 2.656], [-0.755, 0.054, 1.155], [-0.621, -1.285, -0.258], [-1.161, 0.448, -0.638], [-0.514, 0.543, 0.038], [-0.883, 0.487, 0.814], [1.487, -0.863, -1.124], [-0.154, -0.026, 0.168], [0.609, -0.077, -0.093], [-0.058, -0.030, -0.406], [0.127, 0.272, -0.330], [-0.033, 0.104, 0.013], [0.055, -0.009, 0.222], [-0.134, -0.068, -0.045], [0.312, 0.232, 0.039], [0.105, -0.095, -0.188], [0.317, -0.184, 0.195], [-0.148, -0.482, 0.037], [0.172, 0.296, 0.084], [-0.095, 0.065, 0.042], [-0.131, 0.254, -0.181], [0.007, -0.142, -0.316], [-0.125, 0.255, 0.090], [-0.022, 0.000, 0.209], [0.263, -0.030, -0.252], [-0.268, -0.120, 0.129], [0.154, -0.218, -0.434], [0.115, 0.006, 0.258], [0.364, 0.192, -0.329], [-0.400, -0.185, -0.098], [-0.105, -0.383, 0.041], [0.139, 0.008, 0.398], [-0.034, -0.262, -0.325], [-0.306, -0.074, -0.243], [-0.281, 0.373, -0.026], [0.069, -0.404, 0.160], [0.167, -0.349, -0.326], [0.137, -0.141, 0.282], [-0.426, 0.116, -0.017], [0.308, -0.177, -0.208], [0.240, -0.026, 0.199], [-0.167, -0.338, -0.297], [-0.210, 0.437, 0.191], [0.341, -0.251, 0.308], [0.200, 0.250, -0.062], [-0.557, 0.043, -0.218], [0.169, 1.874, -3.371], [0.683, -0.430, 0.812], [-0.344, 0.067, 0.254], [0.016, -0.264, 0.272], [-0.479, -0.067, -0.297], [0.933, -0.953, 0.765], [0.225, -1.189, 0.945], [0.905, 2.080, -0.955], [0.297, 0.214, -0.316], [0.042, 0.538, 0.564], [-0.084, 0.031, 0.021], [-0.551, -0.580, -0.228], [0.338, -0.086, -0.573], [-1.394, -0.554, 0.442], [-0.260, 0.044, -0.329], [-0.232, -0.088, 0.144], [2.171, 0.300, -0.401], [0.487, -0.489, 0.856], [0.122, -0.061, 0.112], [-0.546, 0.032, -0.155], [0.312, -0.015, 0.161], [0.562, 0.201, -0.042]],
  "homo_lumo_gap_ev": 7.16,
  "lumo_ev": -10.05,
  "charge": 3
}



{
  "formula": "C33H30BFN3O8",
  "method": "ωB97M-V with the def2-TZVPD basis set",
  "species": ["C", "O", "C", "C", "C", "C", "O", "O", "B", "C", "O", "C", "N", "C", "N", "C", "C", "C", "C", "C", "C", "C", "C", "C", "C", "O", "N", "C", "O", "F", "H", "H", "H", "H", "H", "H", "H", "H", "H", "H", "H", "H", "H", "H", "H", "H", "H", "H", "H", "H", "H", "H", "C", "C", "C", "C", "C", "C", "C", "O", "C", "C", "C", "C", "C", "C", "C", "O", "H", "H", "H", "H", "H", "H", "H", "H"],
  "xyz": [[2.39034, 4.17500, 1.23886], [0.96202, 4.47785, 1.05702], [0.16580, 3.98591, 2.23009], [0.56309, 2.45660, 2.68113], [0.87182, 2.17183, 4.28201], [0.77022, 3.32293, 5.47058], [1.84923, 3.78136, 6.12103], [-0.61578, 3.82985, 5.73910], [-1.59867, 2.70851, 5.59408], [-1.81086, 1.76242, 6.94392], [-2.33768, 2.42128, 4.31960], [1.26525, 0.65490, 4.76431], [1.52289, 0.28299, 6.21460], [1.37583, -0.52356, 3.58641], [1.10395, -0.24583, 2.09832], [1.26804, -1.43318, 1.14318], [2.78440, -2.04911, 1.48820], [4.09050, -1.01530, 1.56975], [5.61953, -1.55475, 1.95710], [5.74864, -3.17488, 2.27517], [7.18564, -3.85022, 2.72016], [4.44626, -4.20679, 2.16520], [2.93344, -3.65618, 1.77737], [0.69168, 1.16249, 1.63982], [0.34022, 1.48709, 0.04212], [1.24221, 1.86142, -0.86830], [-1.12881, 1.28517, -0.34896], [-1.97688, 2.48461, 0.01644], [-2.82588, 2.35316, 1.07076], [-1.90236, 3.77358, -0.73512], [2.71105, 3.09318, 0.90823], [3.06151, 4.93753, 0.63499], [2.65141, 4.29777, 2.37881], [-1.00341, 4.13802, 2.04182], [0.42524, 4.75751, 3.10327], [-2.97656, 1.66660, 7.10476], [-1.26682, 2.27741, 7.86055], [-1.39756, 0.67715, 6.74022], [-2.16552, 1.43293, 4.12943], [2.43346, 0.77012, 6.45289], [0.80853, 0.76778, 6.82431], [1.66373, -1.60234, 4.00328], [1.30305, -1.13019, 0.01376], [0.41193, -2.21283, 1.31802], [3.90732, 0.13139, 1.34346], [6.53788, -0.80771, 2.03709], [8.02363, -3.06336, 2.44370], [7.21507, -4.17379, 3.85856], [7.35066, -4.83710, 2.09116], [4.54406, -5.35461, 2.39861], [1.97025, -4.31601, 1.69960], [-1.21576, 1.07450, -1.37744], [-0.95986, 0.84205, -4.11643], [-2.18611, 1.35996, -3.70041], [-3.37556, 0.81222, -4.18361], [-3.33875, -0.24953, -5.09564], [-2.11252, -0.75105, -5.53034], [-0.92001, -0.21163, -5.03068], [-2.06127, -1.83765, -6.52972], [-0.98454, -2.28118, -6.90942], [-3.32530, -2.37556, -7.07097], [-3.29045, -3.36573, -8.06152], [-4.48134, -3.88943, -8.56929], [-5.70694, -3.43401, -8.08412], [-5.74468, -2.44372, -7.10139], [-4.55114, -1.90666, -6.60102], [-4.60202, -0.83436, -5.58764], [-5.67880, -0.43026, -5.16405], [-0.03296, 1.26282, -3.73284], [-2.21695, 2.18957, -2.99757], [-4.32924, 1.21825, -3.85041], [0.04092, -0.60711, -5.35511], [-2.33771, -3.72906, -8.44347], [-4.45203, -4.65448, -9.34215], [-6.63467, -3.84693, -8.47427], [-6.70529, -2.08962, -6.73095]],
  "atomic_forces_ev_per_a": [[1.315, 0.314, 0.620], [-0.049, -1.912, 1.700], [0.456, 1.116, 0.108], [0.811, -3.453, 1.672], [0.287, -3.119, -2.103], [3.137, 2.739, 2.664], [-7.543, -3.289, -4.594], [2.971, -3.226, -1.566], [-0.911, -0.931, -0.787], [-0.147, 0.378, -0.350], [3.122, -0.921, 2.661], [-0.845, 0.971, -3.583], [0.042, 2.060, -2.223], [-0.905, 3.457, 0.593], [-0.700, 3.392, 3.253], [2.041, -1.122, -0.327], [2.875, -1.626, 0.926], [0.578, -3.482, 0.660], [-4.298, -2.981, -0.107], [-2.700, 0.627, -0.549], [-0.577, 0.257, -0.736], [-1.241, 3.912, -0.694], [3.747, 3.469, 0.243], [0.222, 1.044, 2.887], [3.467, 1.448, -4.336], [-5.649, -2.880, 6.331], [1.177, 2.809, 0.158], [-4.905, -0.290, 5.813], [6.306, 1.626, -7.895], [0.073, -4.636, 2.225], [-0.927, 2.013, 0.525], [-1.791, -1.489, 1.147], [-0.331, -0.196, -2.091], [2.687, -0.717, 0.092], [-0.459, -2.115, -1.435], [2.410, 0.093, -0.059], [-1.275, -1.330, -1.787], [-0.836, 2.003, 0.530], [-0.891, 2.170, 0.486], [-1.165, -0.851, -0.266], [0.844, -0.679, -1.002], [-0.637, 2.483, -1.590], [-0.376, -0.035, 2.333], [1.745, 1.561, -0.204], [0.471, -2.643, 0.514], [-2.244, -1.875, -0.222], [-1.648, -1.809, 0.804], [-0.156, 1.005, -2.384], [-0.337, 2.145, 1.202], [0.027, 2.621, -0.513], [2.232, 1.212, 0.215], [0.471, 0.581, 0.987], [-0.033, -0.285, -0.159], [-0.256, -0.348, -0.149], [0.186, 0.130, 0.172], [0.433, 0.492, 0.388], [0.319, 0.531, 0.483], [-0.012, 0.187, 0.189], [1.224, -0.746, -0.676], [-0.639, 0.353, 0.339], [-0.257, -0.367, -0.399], [-0.257, -0.141, -0.131], [0.275, 0.208, 0.220], [0.105, 0.257, 0.254], [-0.001, -0.200, -0.210], [-0.317, -0.360, -0.335], [-1.580, 0.369, 0.373], [0.813, -0.215, -0.215], [-0.091, -0.034, -0.109], [-0.057, 0.028, -0.200], [0.135, -0.232, -0.191], [-0.323, -0.005, -0.058], [-0.162, 0.195, 0.218], [0.019, 0.154, 0.158], [0.175, 0.098, 0.089], [0.331, 0.032, 0.003]],
  "homo_lumo_gap_ev": 5.83,
  "lumo_ev": -5.44,
  "charge": 1
}



What are the relative energy (zero: lowest compared OMol25 entry of this formula, charge and spin) values for these records? In order: 2.8 0.0 546.0 kcal per mole.
What are the E_HOMO values for these records? In order: -13.10 -17.21 -11.26 eV.
What are the max |F| values for these records? In order: 0.90 3.86 10.23 eV/A.